No. 1
{
  "formula": "C4H9N2S",
  "method": "wB97M-V/def2-TZVPD",
  "e_tot_ha": -664.9735,
  "multiplicity": 3,
  "orbital_gap_ev": [6.99, 6.59],
  "lumo_energy_ev": [-4.14, -8.32],
  "total_charge": 1,
  "s_squared": 2.027,
  "homo_ev": [-11.126, -14.912],
  "relative_energy_ev": 4.1566,
  "elements": ["C", "C", "C", "C", "N", "N", "S", "H", "H", "H", "H", "H", "H", "H", "H", "H"],
  "positions_angstrom": [[0.95188, 3.67589, 3.16424], [0.22731, -0.49548, 1.35224], [-0.38454, -2.26011, -0.15884], [-0.91699, 0.12852, -0.64486], [0.97070, 2.56736, 2.83598], [-0.16473, -0.84892, 0.15634], [0.96746, -0.01595, 2.62519], [0.86179, 4.66800, 3.52916], [1.40975, -0.82040, -4.90383], [0.48526, -2.71769, 0.12354], [-1.34098, -2.59522, 0.44154], [-0.60063, -2.14834, -1.21834], [-0.71233, 1.09673, -0.43427], [-0.55990, -0.14569, -1.61316], [-1.91350, 0.12514, -0.51052], [0.71945, -0.21385, -4.74443]],
  "atomic_forces_ev_per_a": [[-0.187, -1.772, -0.285], [-0.053, -0.813, -2.800], [-3.510, 1.770, -0.284], [3.188, -2.293, -1.386], [0.144, 2.710, 0.295], [-1.572, 1.567, 3.753], [0.631, -0.788, 1.616], [0.099, 0.392, 0.040], [-2.959, 2.593, 0.701], [1.899, -1.877, 0.424], [1.943, 0.423, -1.229], [0.067, -1.372, -0.152], [1.638, 2.870, 0.904], [-0.571, 0.400, -1.214], [-3.710, -1.220, 0.307], [2.953, -2.592, -0.690]]
}

=====

No. 2
{
  "formula": "C4H9N2S",
  "method": "wB97M-V/def2-TZVPD",
  "e_tot_ha": -665.0487,
  "multiplicity": 3,
  "orbital_gap_ev": [4.70, 3.57],
  "lumo_energy_ev": [-4.60, -9.51],
  "total_charge": 1,
  "s_squared": 2.015,
  "homo_ev": [-9.291, -13.076],
  "relative_energy_ev": 2.1098,
  "elements": ["C", "C", "C", "C", "N", "N", "S", "H", "H", "H", "H", "H", "H", "H", "H", "H"],
  "positions_angstrom": [[-1.18855, -0.14206, 0.47118], [-2.84512, 0.93325, -0.38560], [3.83399, -0.74335, -0.24500], [-2.98719, -0.43959, -0.50257], [-1.67101, 1.07841, 0.17128], [-2.00581, -1.09169, 0.04589], [2.46515, 0.64884, -0.28639], [-0.87798, -0.25548, 1.60195], [-0.28973, -0.32302, -0.04400], [-3.50393, 1.78673, -0.57790], [3.75000, -1.14900, 0.74710], [4.80027, -0.22702, -0.37781], [3.46088, -1.45427, -1.01354], [1.96742, 0.48793, 0.90186], [-3.80315, -0.99075, -0.95341], [-1.10523, 1.88107, 0.44698]],
  "atomic_forces_ev_per_a": [[4.225, -1.182, 4.468], [-2.918, 1.335, -1.440], [-1.565, 1.130, 0.005], [-2.370, -0.880, -0.853], [2.222, 4.319, 1.323], [-2.163, -3.038, -0.848], [1.715, -0.842, -1.534], [-0.501, 0.144, -1.209], [2.633, -0.208, -0.913], [0.280, -0.707, -0.154], [0.063, -0.302, 0.278], [-0.535, -0.325, -0.436], [0.692, 0.535, 0.279], [-0.488, -0.290, 1.429], [-0.097, 0.312, 0.009], [-1.193, -0.003, -0.404]]
}

=====

No. 3
{
  "formula": "C4H9N3",
  "method": "wB97M-V/def2-TZVPD",
  "smiles": "[H]/N=C\\N=C(\\C)NC",
  "e_tot_ha": -322.0478,
  "orbital_gap_ev": 9.94,
  "lumo_energy_ev": 0.78,
  "total_charge": 0,
  "homo_ev": -9.158,
  "relative_energy_ev": 1.1573,
  "elements": ["H", "N", "C", "N", "C", "C", "N", "C", "H", "H", "H", "H", "H", "H", "H", "H"],
  "positions_angstrom": [[-2.62454, -0.74587, -0.61743], [-2.68406, 0.26093, -0.68873], [-1.73712, 0.87679, -0.11881], [-0.91364, 0.39988, 0.91532], [0.23669, -0.08865, 0.77329], [1.00957, -0.56549, 1.96631], [0.99103, 0.08626, -0.37936], [0.55687, 0.02861, -1.76061], [-1.75480, 1.96998, -0.19270], [0.43139, -0.38395, 2.86569], [1.97557, -0.04370, 2.04131], [1.19056, -1.64796, 1.87939], [1.94746, -0.27007, -0.29342], [1.30482, 0.52425, -2.37074], [-0.35940, 0.59308, -1.87647], [0.42961, -0.99408, -2.14304]],
  "atomic_forces_ev_per_a": [[0.003, -0.320, 0.567], [0.269, 0.332, -1.089], [-0.766, 0.253, 1.519], [-1.418, -0.604, -0.325], [1.186, 1.515, -0.695], [0.178, -0.410, -0.029], [1.558, -1.196, 0.208], [-0.294, 0.198, -0.091], [0.237, -0.067, -0.093], [-0.025, 0.026, 0.016], [-0.274, -0.197, -0.057], [0.072, 0.302, 0.052], [-0.668, 0.134, 0.146], [0.159, 0.037, -0.067], [-0.082, -0.164, -0.229], [-0.135, 0.161, 0.165]]
}

=====

No. 4
{
  "formula": "C4H9N3",
  "method": "wB97M-V/def2-TZVPD",
  "e_tot_ha": -321.9871,
  "orbital_gap_ev": 8.35,
  "lumo_energy_ev": 0.59,
  "total_charge": 0,
  "homo_ev": -7.766,
  "relative_energy_ev": 2.8109,
  "elements": ["C", "N", "C", "C", "H", "H", "H", "H", "H", "H", "H", "N", "N", "C", "H", "H"],
  "positions_angstrom": [[-0.29716, -1.51301, -0.51363], [-0.65045, 1.19005, -1.56469], [0.36276, 0.97687, -0.69169], [0.61626, -0.35751, -0.12530], [-0.82895, 2.14529, -1.84766], [-1.49751, 0.65097, -1.43768], [1.20561, 1.66073, -0.76337], [1.67327, -0.61878, -0.18008], [-1.34091, -1.28685, -0.28178], [-0.02823, -2.40455, 0.05563], [-0.20992, -1.75192, -1.57746], [-0.47995, 1.21023, 1.10678], [0.88788, -0.27734, 2.41774], [0.28888, 0.15895, 1.37135], [1.50842, -1.05953, 2.22078], [-1.21002, 1.27638, 1.81106]],
  "atomic_forces_ev_per_a": [[0.102, 0.228, -0.206], [0.701, 0.256, -0.363], [-2.340, 0.301, -0.313], [0.395, -0.148, 1.710], [0.122, -0.202, 0.074], [0.325, -0.053, 0.034], [-0.349, 0.139, 0.307], [0.006, -0.083, -0.290], [0.027, 0.017, -0.011], [0.030, 0.120, -0.015], [-0.071, -0.011, 0.061], [-0.529, -0.625, 0.105], [-0.843, 0.182, 0.108], [2.706, -1.418, -1.171], [-0.311, 0.011, -0.076], [0.029, 1.286, 0.045]]
}

=====

No. 5
{
  "formula": "C4H9N3",
  "method": "wB97M-V/def2-TZVPD",
  "smiles": "C/C=C/N=C\\NN",
  "e_tot_ha": -321.9430,
  "orbital_gap_ev": 7.84,
  "lumo_energy_ev": 0.68,
  "total_charge": 0,
  "homo_ev": -7.160,
  "relative_energy_ev": 4.0100,
  "elements": ["C", "C", "C", "N", "C", "N", "N", "H", "H", "H", "H", "H", "H", "H", "H", "H"],
  "positions_angstrom": [[-1.80286, 1.21588, -1.84050], [-0.85137, 1.54553, -0.75019], [-0.04959, 0.67582, -0.15962], [0.15936, 0.64910, 1.22523], [0.89944, -0.14914, 1.86526], [1.37594, -1.36325, 1.50208], [1.24561, -1.84279, 0.26507], [-2.64675, 2.01755, -1.90223], [-1.32966, 1.19395, -2.81355], [-2.21472, 0.25325, -1.64983], [-0.82593, 2.55934, -0.34779], [0.60762, -0.11083, -0.52190], [1.02720, 0.06999, 2.90790], [1.96068, -1.90568, 2.17735], [0.36194, -2.36572, 0.06563], [2.08310, -2.44299, -0.02291]],
  "atomic_forces_ev_per_a": [[-0.543, 2.148, -0.990], [-0.185, 1.162, 0.268], [1.466, -2.016, 1.590], [0.284, 2.984, -0.051], [-0.731, -0.125, -0.128], [1.725, -0.742, 3.098], [0.938, -2.896, -3.512], [1.430, -1.527, 0.179], [0.038, -0.020, -0.544], [-0.588, -0.640, 0.011], [-0.933, -0.348, 0.634], [-1.378, -0.358, -1.653], [0.315, -0.195, 0.647], [-1.083, 0.849, -0.710], [1.005, 0.448, 0.612], [-1.761, 1.276, 0.551]]
}

=====

No. 6
{
  "formula": "C4H9N3",
  "method": "wB97M-V/def2-TZVPD",
  "e_tot_ha": -321.9193,
  "orbital_gap_ev": 8.24,
  "lumo_energy_ev": 0.18,
  "total_charge": 0,
  "homo_ev": -8.058,
  "relative_energy_ev": 4.6539,
  "elements": ["C", "C", "N", "C", "N", "H", "H", "H", "H", "H", "H", "C", "N", "H", "H", "H"],
  "positions_angstrom": [[-0.54918, -1.24526, 0.48086], [0.97562, -0.43288, -1.23848], [0.14892, -0.08469, -0.07832], [1.09878, 0.68217, 1.22021], [2.14946, 0.34839, 1.61460], [-1.11695, -0.93424, 1.35619], [1.78232, -1.10120, -0.93391], [-1.23353, -1.67194, -0.25461], [0.18065, -2.00017, 0.77664], [1.42101, 0.47294, -1.64572], [0.36758, -0.92185, -2.00050], [-0.78963, 1.26479, -0.20220], [-2.02452, 1.36069, 0.00681], [-2.44246, 0.71491, 0.66945], [0.32085, 1.62648, 1.13747], [-0.28894, 1.92186, -0.90849]],
  "atomic_forces_ev_per_a": [[-0.177, 0.340, -0.320], [-0.573, 0.433, -0.106], [-1.737, 1.036, 0.237], [-1.204, 3.175, -0.009], [0.362, -0.510, 0.259], [0.069, -0.075, 0.104], [-0.106, 0.122, 0.248], [-0.049, -0.101, -0.003], [0.037, 0.180, 0.035], [0.038, 0.011, -0.023], [0.045, -0.034, -0.121], [-0.408, -3.352, -2.601], [1.279, 0.717, 0.839], [0.038, -0.537, -0.325], [2.216, -1.665, 1.469], [0.170, 0.259, 0.318]]
}